C6H5BiN2O6 | the ωB97M-V functional and the def2-TZVPD basis

Properties
energy relative to the best compared isomer or geometry (same formula, charge and spin)	0.0000	eV
HOMO-LUMO gap	6.86	eV
LUMO	-10.4	eV
strongest force on any atom	0.142	Eh/bohr

The geometry in ORCA input format:
```
! wB97M-V def2-TZVPD RIJCOSX def2/J DEFGRID3
* xyz 2 1
O 4.2500 -5.0508 -0.2393
C 3.8563 -3.9778 -0.0889
Bi 0.9360 -1.0222 -0.3105
O 4.1115 -0.9648 0.9043
C 3.0130 -0.6702 0.7574
C 0.8768 1.8338 0.0996
O 0.4722 2.8577 0.4104
C -1.2063 -0.9908 -1.3989
O -2.3098 -0.9891 -1.7701
C 1.6207 -0.0552 -2.4446
O 2.1013 -0.1284 -3.4968
H 0.8969 -2.7622 -0.7896
N -2.7251 1.9383 -0.0297
C -2.0496 1.2381 0.9208
N -2.1618 1.4410 2.2461
O -1.2005 0.3264 0.5925
H -3.5613 2.4581 0.2083
H -2.4780 1.7350 -0.9882
H -1.4858 0.8682 2.7270
H -2.9566 1.9147 2.6901
*
```



C72H83N11O20 | the ωB97M-V functional and the def2-TZVPD basis

Properties
HOMO-LUMO gap	6.64	eV
structure (SMILES)	O=[N+]([O-])c1ccccc1.O=[N+]([O-])c1ccccc1.O=[N+]([O-])c1ccccc1.O=[N+]([O-])c1ccccc1.O=[N+]([O-])c1ccccc1.O=[N+]([O-])c1ccccc1.O=[N+]([O-])c1ccccc1.O=[N+]([O-])c1ccccc1.O=[N+]([O-])c1ccccc1.CC1(C)CCCC(C)(C)N1O.CC1(C)CCCC(C)(C)N1O
LUMO	-1.4	eV
strongest force on any atom	0.075	Eh/bohr

The geometry in ORCA input format:
```
! wB97M-V def2-TZVPD RIJCOSX def2/J DEFGRID3
* xyz 0 1
C -4.0053 -3.0725 7.4812
C -4.3383 -1.6141 7.2828
C -3.5094 -0.6856 8.1645
C -3.5801 0.7862 7.7780
C -3.0384 0.8523 6.4041
C -3.9170 0.1093 5.3648
N -4.0818 -1.2891 5.8574
O -4.8208 -2.0533 4.9664
C -5.2599 0.9111 5.1302
C -3.0397 0.0115 4.0430
C -5.8670 -1.4578 7.5575
H -3.8583 -3.3134 8.5341
H -3.1479 -3.4958 6.9579
H -4.7189 -3.7335 6.9893
H -3.9497 -0.5087 9.1458
H -2.4631 -0.9910 8.1688
H -3.0640 1.4756 8.4461
H -4.6423 1.0279 7.8173
H -2.0710 0.3527 6.4546
H -2.9860 1.9119 6.1541
H -5.9820 0.8182 5.9415
H -5.0147 1.9407 4.8697
H -5.7247 0.3805 4.2993
H -3.6008 -0.1509 3.1228
H -2.5247 0.9341 3.7754
H -2.2890 -0.7783 4.0735
H -6.4413 -2.1361 6.9266
H -6.2598 -0.4695 7.3186
H -6.0215 -1.6831 8.6127
H -5.6954 -1.6619 5.0264
C 2.9333 -5.2303 4.1957
C 2.2524 -4.0969 4.9549
C 3.3199 -3.0562 5.1748
C 2.7717 -1.6896 5.6458
C 1.7558 -1.1315 4.6272
C 0.6263 -2.1345 4.3604
N 1.2246 -3.4482 4.0880
O 0.3666 -4.3624 3.6117
C -0.3754 -2.0769 5.5362
C 0.0200 -1.6071 3.0105
C 1.7129 -4.7033 6.2335
H 3.7306 -5.6395 4.8162
H 3.3133 -4.9675 3.2085
H 2.2484 -6.0651 4.0464
H 3.9837 -3.4040 5.9662
H 4.0594 -2.9880 4.3769
H 3.5415 -0.9408 5.8324
H 2.2537 -1.9134 6.5784
H 2.1888 -0.5171 3.8379
H 1.3093 -0.2933 5.1621
H -0.0196 -2.5254 6.4638
H -0.7290 -1.0583 5.6957
H -1.2480 -2.6870 5.3029
H -0.4741 -0.6683 3.2606
H 0.8359 -1.4995 2.2957
H -0.7601 -2.2468 2.5977
H 2.1845 -5.6363 6.5419
H 0.6600 -4.9350 6.0723
H 1.4888 -4.0030 7.0381
H 0.6562 -4.4757 2.7034
C 5.5100 -1.3528 -2.1966
C 5.9360 -2.5105 -2.7642
C 6.4113 -2.5321 -4.0437
C 6.3528 -1.3945 -4.9175
C 5.8508 -0.2203 -4.3283
C 5.4951 -0.1542 -2.9488
N 6.8704 -1.5265 -6.2759
O 7.1347 -2.6579 -6.7433
O 7.2562 -0.4409 -6.7344
H 5.3161 -1.3268 -1.1344
H 6.0264 -3.4452 -2.2307
H 6.6969 -3.5058 -4.4132
H 5.7962 0.6545 -4.9593
H 5.1979 0.8138 -2.5732
C 2.0346 -1.8760 -5.7995
C 2.0014 -1.5196 -4.4553
C 0.8617 -1.6302 -3.7253
C -0.3266 -1.9135 -4.3845
C -0.3311 -2.1560 -5.7801
C 0.8538 -2.2507 -6.5133
N -1.6277 -1.7200 -3.6481
O -1.5710 -1.1187 -2.5696
O -2.6866 -2.0257 -4.1478
H 2.9563 -1.7488 -6.3479
H 2.9591 -1.3342 -3.9918
H 0.8871 -1.3026 -2.6964
H -1.2193 -2.3256 -6.3706
H 0.7195 -2.3833 -7.5767
C -6.0198 1.0864 -1.6371
C -5.3283 1.4537 -2.8125
C -5.8295 2.5842 -3.5496
C -6.9565 3.2945 -3.0561
C -7.6343 2.7434 -1.9849
C -7.2224 1.6379 -1.2614
N -7.4475 4.4679 -3.7786
O -8.6080 4.7297 -3.6772
O -6.6253 5.2111 -4.2892
H -5.6778 0.1709 -1.1773
H -4.4027 0.9994 -3.1339
H -5.3125 2.8443 -4.4614
H -8.4570 3.2899 -1.5480
H -7.7396 1.2190 -0.4108
C 4.1178 0.1105 2.1728
C 4.7250 0.6869 3.2469
C 6.0756 0.3781 3.6306
C 6.6831 -0.6163 2.8859
C 6.0182 -1.1970 1.8404
C 4.7684 -0.7660 1.4515
N 7.9656 -1.1423 3.3352
O 8.2869 -2.2060 2.7750
O 8.7421 -0.6067 4.1293
H 3.1003 0.3674 1.9177
H 4.1672 1.4489 3.7709
H 6.4890 0.7726 4.5470
H 6.4115 -2.0052 1.2415
H 4.2880 -1.2517 0.6150
C 3.8656 0.2766 -9.9865
C 5.0300 0.7795 -9.4012
C 4.9294 1.5336 -8.1929
C 3.6692 1.5983 -7.5487
C 2.5628 0.9856 -8.1228
C 2.6266 0.3837 -9.4013
N 3.5184 2.2388 -6.2191
O 2.4204 2.1090 -5.6452
O 4.4633 2.8243 -5.7851
H 3.8466 -0.0779 -11.0065
H 5.9826 0.8322 -9.9074
H 5.7800 1.9492 -7.6730
H 1.6229 1.1382 -7.6131
H 1.7135 -0.0148 -9.8183
C -2.1030 -3.8582 0.2827
C -2.8498 -4.9956 0.6827
C -4.1013 -4.8669 1.3076
C -4.6127 -3.6220 1.5644
C -3.9250 -2.4864 1.0842
C -2.6609 -2.5771 0.4766
N -5.9792 -3.6105 2.1699
O -6.5744 -4.6015 2.5210
O -6.5124 -2.5238 2.1241
H -1.1119 -3.9916 -0.1252
H -2.3871 -5.9701 0.6311
H -4.5846 -5.7669 1.6578
H -4.2523 -1.4595 1.1529
H -2.1045 -1.7575 0.0466
C 1.6306 1.4199 -2.2461
C 1.6727 1.0271 -0.8943
C 0.5122 0.9610 -0.1239
C -0.7225 1.2606 -0.7281
C -0.7738 1.7380 -2.0740
C 0.4298 1.7038 -2.8670
N -1.9807 1.1516 0.0570
O -1.9341 1.2039 1.2786
O -3.0144 1.0272 -0.5677
H 2.5170 1.4176 -2.8630
H 2.6481 0.7164 -0.5501
H 0.5345 0.6257 0.9025
H -1.6395 2.0681 -2.6291
H 0.5546 2.0148 -3.8938
C 0.3399 5.0164 -8.5395
C 0.2917 5.0441 -7.1586
C -0.1970 3.8810 -6.5190
C -0.6388 2.7421 -7.2279
C -0.5265 2.7815 -8.6075
C -0.0857 3.8777 -9.3147
N -1.3133 1.5843 -6.5787
O -2.0226 1.8608 -5.6242
O -1.2292 0.5100 -7.1523
H 0.6938 5.8817 -9.0802
H 0.5542 5.9474 -6.6280
H -0.2704 3.9029 -5.4418
H -0.9511 2.0016 -9.2221
H 0.0807 3.9696 -10.3779
C -0.1923 5.1931 -0.2215
C -0.2549 6.5180 -0.6073
C 0.3475 7.4644 0.1915
C 0.8025 7.1065 1.4286
C 0.7046 5.7931 1.8674
C 0.2054 4.7825 1.0043
N 1.3971 8.0859 2.3520
O 1.8419 7.7153 3.4189
O 1.5589 9.2581 1.9952
H -0.6599 4.4685 -0.8717
H -0.6515 6.8437 -1.5576
H 0.3122 8.5229 -0.0201
H 1.1437 5.5010 2.8099
H 0.1539 3.7246 1.2152
*
```



C4H6B3F15O2Pt | the ωB97M-V functional and the def2-TZVPD basis

Properties
energy relative to the best compared isomer or geometry (same formula, charge and spin)	0.0059	eV
HOMO-LUMO gap (alpha / beta)	8.37 / 8.01	eV
LUMO (alpha / beta)	5.2 / 5.1	eV
strongest force on any atom	0.042	Eh/bohr

The geometry in ORCA input format:
```
! wB97M-V def2-TZVPD RIJCOSX def2/J DEFGRID3
* xyz -2 3
Pt 1.4060 0.5213 0.0263
C -0.4982 -1.7642 -0.3506
O -0.9976 -0.5875 -0.9990
O 0.6309 -1.4836 0.2710
C -1.4567 -2.5685 0.5500
F -1.9299 -1.9096 1.6228
F -2.5238 -3.0885 -0.0941
F -0.7697 -3.6076 1.0615
C -2.3581 -0.4584 -1.3597
C -3.2497 0.0960 -0.2668
H -2.8719 1.0334 0.1419
H -4.2422 0.3885 -0.6426
H -3.4534 -0.6000 0.5444
H -2.7585 -1.4088 -1.7308
H -2.3807 0.2549 -2.1875
H -0.3113 -2.4949 -1.1817
B 3.7853 -0.2905 1.6034
F 3.5513 -1.3352 2.4812
F 5.1200 0.1177 1.7051
F 3.5045 -0.6411 0.2516
F 2.9007 0.8011 1.8897
B 1.9737 1.6036 -2.3240
F 2.5162 0.2961 -2.3998
F 2.5929 2.1732 -1.1777
F 2.1635 2.2976 -3.4966
F 0.5847 1.5023 -2.0116
B -0.1944 2.2536 1.6171
F -0.2015 2.7375 2.9260
F 0.9588 2.7421 0.9778
F -0.1342 0.8085 1.6237
F -1.3564 2.6107 0.9291
*
```



C2H2Cl2N2 | the ωB97M-V functional and the def2-TZVPD basis

Properties
energy relative to the best compared isomer or geometry (same formula, charge and spin)	4.9507	eV
HOMO-LUMO gap (alpha / beta)	6.26 / 7.00	eV
LUMO (alpha / beta)	-2.4 / -2.2	eV
strongest force on any atom	0.073	Eh/bohr

The geometry in ORCA input format:
```
! wB97M-V def2-TZVPD RIJCOSX def2/J DEFGRID3
* xyz 0 1
C 0.1451 0.1510 1.0111
C -0.6931 0.7864 -0.5147
N 1.3146 0.1586 1.2582
N -1.6174 0.0677 -0.9318
Cl 2.8848 0.6732 -0.1502
Cl -2.1433 -1.7341 -0.5028
H 2.1390 -0.3393 1.6842
H -2.0298 0.2364 -1.8540
*
```



C4H12 | the ωB97M-V functional and the def2-TZVPD basis

Properties
energy relative to the best compared isomer or geometry (same formula, charge and spin)	0.6593	eV
HOMO-LUMO gap (alpha / beta)	13.87 / 5.88	eV
LUMO (alpha / beta)	-3.1 / -10.7	eV
strongest force on any atom	0.043	Eh/bohr

The geometry in ORCA input format:
```
! wB97M-V def2-TZVPD RIJCOSX def2/J DEFGRID3
* xyz 1 2
C 0.7080 1.8175 -0.0528
C 1.5000 1.3024 1.1906
H -0.1406 1.0453 -0.1906
H 0.1530 2.7013 0.2817
H 1.2086 1.9150 -1.0055
H 1.3576 2.0231 1.9942
H 1.0720 0.3665 1.5255
H 2.5448 1.2741 0.9108
C -0.3464 -1.4632 -0.4145
C -1.7901 -1.6592 -0.7802
H -0.2148 -2.0282 0.5089
H 0.3956 -1.4351 -1.2084
H -0.2908 -0.3277 -0.0854
H -2.5150 -0.8612 -0.5553
H -2.1655 -2.4285 -0.0687
H -2.0316 -2.1831 -1.7048
*
```



C37H31BrN3O5S2W | the ωB97M-V functional and the def2-TZVPD basis

Properties
energy relative to the best compared isomer or geometry (same formula, charge and spin)	1.9842	eV
HOMO-LUMO gap (alpha / beta)	6.59 / 7.21	eV
LUMO (alpha / beta)	-3.4 / -3.8	eV
strongest force on any atom	0.021	Eh/bohr

The geometry in ORCA input format:
```
! wB97M-V def2-TZVPD RIJCOSX def2/J DEFGRID3
* xyz 1 3
W -2.2906 -0.5506 1.1629
C -2.3139 2.0341 4.6184
C -2.9036 1.1748 3.5548
N -2.1795 0.3197 2.9168
N -0.7833 0.2186 2.8895
C -0.3772 -1.0576 2.8364
S -1.4571 -2.3960 2.6670
S 1.3569 -1.1461 2.8692
C 1.7304 -2.8768 2.4490
C 2.0386 -3.0910 0.9929
C 1.1149 -3.7071 0.1541
C 1.4276 -3.9483 -1.1765
C 2.6634 -3.5690 -1.6822
C 3.5863 -2.9449 -0.8522
C 3.2746 -2.7084 0.4776
C -4.3087 1.2263 3.1580
C -5.1503 2.1779 3.7511
C -6.4812 2.2717 3.4107
C -7.0072 1.3922 2.4685
C -6.2097 0.4313 1.8789
C -4.8621 0.3372 2.2039
O -4.1514 -0.6526 1.6060
H -1.2645 1.7931 4.7627
H -2.8536 1.9057 5.5566
H -2.3979 3.0818 4.3241
H 0.9023 -3.4938 2.7886
H 2.5984 -3.1084 3.0668
H 0.1543 -4.0136 0.5511
H 0.7066 -4.4410 -1.8169
H 2.9128 -3.7734 -2.7160
H 4.5571 -2.6566 -1.2357
H 4.0040 -2.2336 1.1252
H -4.7411 2.8569 4.4866
H -7.1089 3.0200 3.8730
H -8.0513 1.4577 2.1928
H -6.6059 -0.2635 1.1514
C 4.8446 -0.1590 -3.9854
O 3.7123 -0.1051 -3.1214
C 3.8123 0.6301 -1.9866
C 4.9418 1.3605 -1.6360
C 4.9737 2.0906 -0.4560
C 3.8807 2.1060 0.3947
C 2.7552 1.3793 0.0521
C 2.7088 0.6432 -1.1235
N 1.5045 -0.0677 -1.3505
C 1.1073 -0.7597 -2.3755
C -0.1648 -1.4074 -2.4579
C -0.4861 -2.0669 -3.6567
C -1.6937 -2.7008 -3.8189
C -2.6144 -2.6827 -2.7687
C -2.3203 -2.0560 -1.5762
C -1.0969 -1.4041 -1.3969
O -0.7995 -0.7889 -0.2549
H 5.7084 -0.5804 -3.4686
H 5.0884 0.8319 -4.3709
H 4.5601 -0.8077 -4.8080
H 5.8045 1.3650 -2.2848
H 5.8646 2.6523 -0.2097
H 3.8933 2.6790 1.3113
H 1.8880 1.3807 0.7016
H 0.8257 -0.0240 -0.5847
H 1.7721 -0.8120 -3.2244
H 0.2383 -2.0594 -4.4626
H -1.9344 -3.1979 -4.7471
H -3.5729 -3.1705 -2.8871
H -3.0650 -2.0651 -0.7790
Br 1.3470 3.4383 2.4217
C 0.7384 3.1456 0.6521
C 1.5060 3.5759 -0.4167
C 1.0679 3.3104 -1.7082
C -0.1161 2.6233 -1.9212
C -0.8811 2.2034 -0.8370
C -0.4558 2.4732 0.4579
C -2.1438 1.4397 -1.1122
O -2.5465 1.2541 -2.2305
O -2.7612 0.9392 -0.0365
H 2.4341 4.1028 -0.2433
H 1.6591 3.6459 -2.5501
H -0.4739 2.4123 -2.9200
H -1.0399 2.1658 1.3113
*
```



C6H10O | the ωB97M-V functional and the def2-TZVPD basis

Properties
energy relative to the best compared isomer or geometry (same formula, charge and spin)	4.6438	eV
HOMO-LUMO gap	9.10	eV
LUMO	0.9	eV
strongest force on any atom	0.008	Eh/bohr

The geometry in ORCA input format:
```
! wB97M-V def2-TZVPD RIJCOSX def2/J DEFGRID3
* xyz 0 1
C -2.1778 0.0638 0.2901
C -0.6866 -0.0585 0.2377
C 0.2709 0.9464 0.8908
C 1.1738 0.8677 -0.3668
C 0.1842 -0.1457 -1.0313
C 0.3561 -1.6174 -0.6369
O -0.2736 -1.4311 0.5243
H -2.5332 -0.0439 1.3200
H -2.4924 1.0375 -0.0956
H -2.6309 -0.7239 -0.3205
H -0.1882 1.9285 1.0411
H 0.7070 0.6079 1.8342
H 2.1981 0.5222 -0.2143
H 1.2036 1.8109 -0.9195
H -0.1314 0.0567 -2.0549
H 2.8238 -1.7522 -0.1086
H 2.1965 -2.0689 -0.3899
*
```



CNO4S | the ωB97M-V functional and the def2-TZVPD basis

Properties
energy relative to the best compared isomer or geometry (same formula, charge and spin)	1.9469	eV
HOMO-LUMO gap	8.45	eV
structure (SMILES)	O=C([O-])S[N+](=O)[O-]
LUMO	3.9	eV
strongest force on any atom	0.073	Eh/bohr

The geometry in ORCA input format:
```
! wB97M-V def2-TZVPD RIJCOSX def2/J DEFGRID3
* xyz -1 1
C -1.7560 0.0996 0.0822
N 1.6234 -0.0049 -0.0702
O -2.6342 -0.6643 -0.0878
O -1.3695 1.1773 0.3318
O 1.5410 1.0031 -0.7096
O 2.5444 -0.4031 0.5879
S 0.0509 -1.2078 -0.1343
*
```



C4H9NO2 | the ωB97M-V functional and the def2-TZVPD basis

Properties
energy relative to the best compared isomer or geometry (same formula, charge and spin)	2.6189	eV
HOMO-LUMO gap	10.52	eV
structure (SMILES)	C[C@H](C=O)NCO
LUMO	0.7	eV
strongest force on any atom	0.106	Eh/bohr

The geometry in ORCA input format:
```
! wB97M-V def2-TZVPD RIJCOSX def2/J DEFGRID3
* xyz 0 1
O 0.0487 -1.2274 -2.7841
C -0.4679 -0.2513 -2.1366
C -0.5594 -0.2249 -0.6007
C -0.3057 -1.6341 0.0931
N 0.3609 0.8307 -0.1161
C 0.3948 0.9682 1.3578
O 1.2131 2.0351 1.7488
H -0.9469 0.6267 -2.6913
H -1.4732 0.1460 -0.3685
H -0.6554 -2.5133 -0.5206
H -0.7939 -1.7202 1.0402
H 0.7477 -1.7999 0.3055
H 1.2952 0.5953 -0.3368
H 0.8418 0.1941 1.9899
H -0.7157 1.0942 1.6171
H 1.0159 2.8808 1.4024
*
```



C6H6 | the ωB97M-V functional and the def2-TZVPD basis

Properties
energy relative to the best compared isomer or geometry (same formula, charge and spin)	8.4776	eV
HOMO-LUMO gap	7.82	eV
LUMO	-0.6	eV
strongest force on any atom	0.073	Eh/bohr

The geometry in ORCA input format:
```
! wB97M-V def2-TZVPD RIJCOSX def2/J DEFGRID3
* xyz 0 1
C 0.0174 -1.9979 -0.6732
C -0.2277 -0.8092 -0.1770
C 1.1731 -1.0622 -0.3827
C 2.4644 -1.0006 -0.5773
C -2.2844 1.7308 1.0926
C -2.8586 0.6674 0.6428
H -0.2987 -2.9733 -0.7151
H 3.0386 0.0054 -0.3581
H 2.8894 -1.8962 -1.1326
H -1.2664 1.8199 1.2760
H -3.0387 2.3402 1.6315
H -0.9713 -0.0673 -0.0919
*
```



CH3OPS | the ωB97M-V functional and the def2-TZVPD basis

Properties
energy relative to the best compared isomer or geometry (same formula, charge and spin)	2.5083	eV
HOMO-LUMO gap	8.13	eV
LUMO	-0.9	eV
strongest force on any atom	0.080	Eh/bohr

The geometry in ORCA input format:
```
! wB97M-V def2-TZVPD RIJCOSX def2/J DEFGRID3
* xyz 0 1
C 0.6820 -0.4615 -0.3944
O -1.4836 0.6137 -0.0840
P -0.0182 1.2125 0.0592
S -1.4014 -1.1219 0.1085
H 0.7306 -0.3579 -1.4229
H 1.4754 -0.9209 0.2218
H 0.0152 1.0360 1.5117
*
```



C3H3NaO4 | the ωB97M-V functional and the def2-TZVPD basis

Properties
energy relative to the best compared isomer or geometry (same formula, charge and spin)	0.0000	eV
HOMO-LUMO gap	8.26	eV
LUMO	-0.4	eV
strongest force on any atom	0.058	Eh/bohr

The geometry in ORCA input format:
```
! wB97M-V def2-TZVPD RIJCOSX def2/J DEFGRID3
* xyz 0 1
O -2.3923 0.8015 0.1906
C -2.5441 -0.3792 0.4608
C -1.4462 -1.3806 0.2530
O -0.3366 -0.8144 -0.3208
Na -0.4260 1.3666 -0.9184
H -3.4933 -0.7352 0.9094
H -1.8935 -2.2033 -0.3492
H -1.2416 -1.8252 1.2536
O 1.5615 0.8918 0.3584
C 1.5246 -0.2496 0.7294
O 1.8541 -1.0293 1.5495
*
```